Formula: C34H40BNO2PrS4Si
Source: OMol25
Level of theory: ωB97M-V/def2-TZVPD

Output
- 2S+1: 3
- Total energy: -107463.85139 eV
- Total charge: -1
- Molecular weight: 802.8 g/mol

Geometry (Å):
Pr  -0.547  -0.379  0.607
S  0.606  -3.171  0.554
C  2.134  -3.342  1.320
C  2.945  -4.439  0.969
C  4.202  -4.609  1.493
C  4.712  -3.703  2.419
C  3.924  -2.641  2.813
C  2.655  -2.458  2.284
S  1.791  -0.983  2.811
C  0.643  -1.637  4.101
C  -0.444  -2.477  3.520
C  -0.468  -3.850  3.738
C  -1.505  -4.588  3.192
C  -2.497  -3.931  2.493
C  -2.416  -2.546  2.326
C  -3.470  -1.807  1.578
S  -2.944  -1.584  -0.178
C  -3.752  1.570  0.911
C  -5.124  1.304  1.003
C  -5.757  1.108  2.212
C  -5.022  1.188  3.390
C  -3.669  1.425  3.333
C  -3.003  1.588  2.110
S  -1.284  1.846  2.163
N  -1.384  -1.842  2.811
H  2.557  -5.133  0.239
H  4.808  -5.445  1.170
H  5.712  -3.821  2.812
H  4.289  -1.922  3.532
H  0.238  -0.732  4.556
H  1.244  -2.189  4.824
H  0.321  -4.330  4.296
H  -1.546  -5.661  3.320
H  -3.328  -4.468  2.062
H  -3.636  -0.816  2.006
H  -4.407  -2.368  1.565
H  -5.694  1.260  0.086
H  -6.820  0.919  2.246
H  -5.513  1.053  4.346
H  -3.078  1.475  4.236
O  -2.275  2.893  -0.828
B  -3.216  1.912  -0.506
O  -3.847  1.476  -1.670
C  -3.312  2.184  -2.687
C  -3.579  2.111  -4.040
C  -2.918  3.015  -4.858
C  -2.040  3.956  -4.337
C  -1.753  4.015  -2.980
C  -2.381  3.093  -2.165
H  -4.263  1.373  -4.432
H  -3.099  3.001  -5.924
H  -1.551  4.647  -5.008
H  -1.052  4.727  -2.577
C  3.149  -1.041  -1.174
Si  1.793  0.354  -1.060
C  2.810  1.920  -0.353
C  3.872  2.465  -1.305
C  3.496  1.487  0.944
C  1.842  3.049  0.005
C  1.311  0.548  -2.993
C  2.456  0.273  -3.966
C  0.197  -0.466  -3.267
C  0.739  1.930  -3.288
H  4.038  -0.765  -1.736
H  2.719  -1.921  -1.646
H  3.469  -1.351  -0.184
H  4.575  1.683  -1.581
H  4.434  3.274  -0.833
H  3.422  2.860  -2.213
H  4.144  0.630  0.781
H  2.749  1.212  1.688
H  4.101  2.298  1.353
H  1.325  3.426  -0.873
H  2.373  3.883  0.467
H  1.090  2.699  0.717
H  2.806  -0.751  -3.871
H  3.293  0.943  -3.787
H  2.122  0.422  -4.995
H  0.531  -1.482  -3.065
H  -0.130  -0.415  -4.307
H  -0.676  -0.268  -2.629
H  1.504  2.698  -3.217
H  -0.049  2.164  -2.576
H  0.310  1.972  -4.293

Forces on the atoms, in the same order (eV/Å):
-0.22 -1.13 1.03
-0.69 0.46 -0.57
0.17 0.11 0.14
-0.16 0.10 -0.04
0.21 0.01 0.12
0.12 -0.06 0.04
0.19 -0.01 0.09
-0.29 0.23 -0.02
-0.43 -0.27 0.01
0.50 0.25 -0.47
-0.17 -0.45 0.26
-0.09 0.27 0.01
-0.12 0.19 -0.05
0.10 0.08 0.09
0.05 -0.24 0.27
0.04 0.25 -0.49
0.30 0.03 -0.14
0.18 -0.04 0.35
0.06 -0.01 -0.20
-0.17 0.03 0.05
-0.17 -0.01 -0.01
0.09 -0.08 0.00
-0.38 0.21 -0.18
0.82 0.05 -0.23
-0.17 -0.04 -0.05
-0.03 -0.03 -0.06
0.03 -0.07 -0.02
0.03 -0.01 0.06
0.08 0.07 0.06
-0.06 -0.06 0.02
-0.07 0.03 0.01
0.09 0.03 0.07
0.03 -0.06 0.00
-0.07 -0.02 -0.05
-0.05 -0.27 0.13
0.10 0.09 0.09
-0.10 -0.04 -0.07
-0.07 -0.04 -0.02
0.01 0.01 0.02
0.03 -0.03 0.07
0.18 0.04 0.49
-0.32 0.30 0.24
-0.31 -0.57 0.29
0.60 0.82 -0.35
-0.07 -0.20 0.37
0.03 0.14 -0.15
0.02 0.07 -0.15
-0.07 -0.18 0.44
-0.53 -0.21 -1.01
-0.09 -0.02 -0.02
0.00 -0.04 -0.03
0.03 0.05 -0.02
0.11 0.08 0.06
-0.45 0.40 0.19
1.05 0.12 -0.79
-0.23 -0.10 -0.28
-0.23 -0.24 0.04
-0.28 -0.16 -0.26
-0.01 -0.31 -0.02
0.06 0.16 0.31
-0.12 0.00 0.28
0.16 0.03 0.41
0.14 -0.25 0.27
0.15 0.21 -0.14
-0.13 -0.18 -0.07
0.05 -0.09 0.18
0.20 -0.11 -0.12
0.11 0.15 0.09
0.00 0.05 -0.17
0.18 -0.16 0.05
0.07 0.01 0.11
0.07 0.18 0.07
-0.16 0.10 -0.14
0.11 0.18 0.09
-0.09 0.11 -0.01
0.14 -0.14 -0.03
0.20 0.08 0.00
-0.07 0.01 -0.20
-0.03 -0.19 0.05
-0.10 0.02 -0.17
-0.06 -0.04 -0.11
0.09 0.23 0.02
-0.06 0.11 0.03
-0.10 0.01 -0.13

Charges computed using Löwdin, reported in e:
1. Pr 0.2300
2. S 0.6180
3. C -0.6980
4. C -0.1305
5. C -0.1036
6. C -0.1120
7. C -0.1313
8. C -0.5255
9. S 0.9207
10. C -0.3416
11. C -0.3794
12. C -0.0420
13. C -0.0572
14. C -0.0224
15. C -0.3701
16. C -0.4998
17. S 0.5063
18. C -0.1330
19. C -0.0483
20. C -0.0962
21. C -0.0977
22. C -0.1341
23. C -0.6517
24. S 0.6023
25. N 0.0668
26. H 0.0915
27. H 0.0959
28. H 0.0899
29. H 0.0951
30. H 0.0846
31. H 0.0849
32. H 0.1138
33. H 0.1075
34. H 0.1140
35. H 0.0394
36. H 0.0720
37. H 0.1151
38. H 0.0943
39. H 0.0984
40. H 0.0939
41. O 0.1931
42. B -0.5820
43. O 0.1867
44. C -0.1900
45. C 0.0094
46. C -0.0995
47. C -0.1035
48. C -0.0134
49. C -0.2053
50. H 0.1173
51. H 0.0964
52. H 0.0991
53. H 0.1226
54. C -0.2216
55. Si 0.6668
56. C -0.6589
57. C -0.1118
58. C -0.1291
59. C -0.1153
60. C -0.6553
61. C -0.1139
62. C -0.1164
63. C -0.1123
64. H 0.0169
65. H 0.0133
66. H -0.0041
67. H 0.0679
68. H 0.0720
69. H 0.0555
70. H 0.0666
71. H 0.0187
72. H 0.0791
73. H 0.0622
74. H 0.0788
75. H 0.0300
76. H 0.0650
77. H 0.0645
78. H 0.0740
79. H 0.0776
80. H 0.0809
81. H 0.0591
82. H 0.0661
83. H 0.0508
84. H 0.0816

---

Formula: C34H40Cl3N5O4ReSSi
Source: OMol25
Level of theory: ωB97M-V/def2-TZVPD

Output
- 2S+1: 4
- Total energy: -109951.88306 eV
- Total charge: +2
- Molecular weight: 935.4 g/mol

Geometry (Å):
Re  -0.602  -0.595  0.612
C  0.092  -1.119  4.906
C  -1.154  -0.770  5.423
C  -2.203  -0.480  4.566
C  -2.007  -0.526  3.190
C  -0.755  -0.849  2.670
C  0.291  -1.161  3.535
C  -3.075  -0.327  2.209
C  -4.401  -0.042  2.563
C  -5.356  0.019  1.598
C  -5.024  -0.253  0.252
C  -6.007  -0.301  -0.763
C  -5.668  -0.652  -2.035
C  -4.324  -0.962  -2.332
C  -3.348  -0.888  -1.378
C  -3.680  -0.527  -0.061
N  -2.715  -0.500  0.937
H  0.909  -1.370  5.576
H  -1.312  -0.745  6.494
H  -3.177  -0.240  4.981
H  1.263  -1.451  3.147
H  -4.658  0.114  3.602
H  -6.387  0.239  1.857
H  -7.039  -0.078  -0.501
H  -6.423  -0.711  -2.810
H  -4.077  -1.287  -3.338
H  -2.322  -1.141  -1.618
O  6.445  -0.584  0.780
C  5.766  -1.375  -0.169
C  4.292  -1.175  0.023
C  3.367  -2.001  -0.606
C  2.032  -1.785  -0.389
N  1.567  -0.805  0.412
C  2.456  0.008  1.015
C  3.813  -0.155  0.831
C  1.900  1.087  1.864
C  2.669  1.834  2.732
C  2.066  2.832  3.487
C  2.899  3.687  4.419
O  4.084  3.039  4.839
C  0.698  3.026  3.347
C  -0.006  2.218  2.473
N  0.585  1.271  1.744
H  7.385  -0.783  0.758
H  5.994  -2.436  -0.071
H  6.017  -1.082  -1.192
H  3.678  -2.816  -1.251
H  1.292  -2.427  -0.851
H  4.520  0.505  1.313
H  3.729  1.656  2.862
H  2.289  4.029  5.254
H  3.211  4.574  3.869
H  3.907  2.505  5.620
H  0.178  3.789  3.919
H  -1.085  2.311  2.362
N  -1.055  3.791  -0.336
C  -0.600  2.534  -0.507
N  0.645  2.379  -1.000
O  -1.320  1.549  -0.188
H  -0.558  4.601  -0.666
H  -2.002  3.909  -0.017
H  1.169  3.153  -1.372
H  0.903  1.442  -1.261
Cl  0.645  -3.928  1.836
Si  -0.911  -3.061  0.821
Cl  -2.646  -3.593  1.764
Cl  -0.967  -4.008  -1.010
C  -1.078  2.240  -4.522
C  -1.874  1.071  -3.934
C  -1.240  -0.286  -4.201
S  0.257  -0.560  -3.244
O  -0.127  -0.477  -1.755
C  0.516  -2.287  -3.689
C  1.601  -2.433  -4.762
C  3.000  -2.058  -4.263
H  -1.536  3.196  -4.262
H  -1.045  2.179  -5.615
H  -0.044  2.249  -4.166
H  -2.869  1.051  -4.379
H  -2.020  1.182  -2.858
H  -0.910  -0.379  -5.244
H  -1.908  -1.110  -3.963
H  -0.445  -2.699  -4.000
H  0.812  -2.763  -2.756
H  1.339  -1.843  -5.645
H  1.597  -3.476  -5.077
H  3.051  -1.015  -3.938
H  3.744  -2.195  -5.049
H  3.288  -2.699  -3.419

Forces on the atoms, in the same order (eV/Å):
0.02 0.56 0.21
0.04 0.00 0.02
0.00 0.00 0.03
-0.10 0.04 0.23
-0.12 0.08 0.05
0.30 -0.36 -0.56
0.01 0.05 0.10
0.12 -0.08 -0.03
-0.19 0.07 0.21
-0.19 0.01 0.01
-0.10 0.05 0.05
-0.15 0.03 0.12
0.09 -0.04 -0.14
-0.16 -0.02 -0.12
0.16 -0.04 0.05
0.18 0.02 0.21
0.02 -0.05 -0.40
-0.12 0.02 -0.06
0.01 0.00 -0.07
0.13 -0.03 -0.02
-0.11 0.05 0.05
0.03 -0.01 -0.10
0.10 -0.02 -0.05
0.15 -0.03 -0.03
0.06 0.00 0.06
0.00 0.05 0.09
-0.05 0.01 0.04
-0.03 -0.09 -0.08
-0.06 0.19 0.17
0.04 0.03 0.02
0.11 -0.09 -0.06
-0.06 -0.03 0.14
-0.28 -0.18 -0.12
-0.14 0.04 0.05
0.30 0.00 0.04
-0.06 -0.12 -0.07
0.20 0.10 0.12
0.10 0.04 0.11
0.12 -0.23 -0.02
-0.17 0.09 -0.15
-0.10 0.09 -0.01
-0.06 -0.11 0.00
-0.12 -0.01 -0.01
0.05 0.01 -0.02
0.04 -0.13 0.08
0.06 0.04 -0.15
-0.02 0.09 0.16
0.07 0.11 0.14
-0.04 -0.05 -0.02
-0.06 0.01 -0.03
-0.04 -0.01 0.11
0.04 0.10 -0.04
-0.02 0.02 0.04
0.05 -0.11 -0.05
0.17 -0.02 0.00
-0.02 -0.13 0.01
-0.38 -0.30 -0.13
-0.13 0.09 -0.03
0.45 0.44 -0.13
-0.03 -0.07 0.01
0.01 -0.01 -0.02
-0.02 -0.05 0.02
0.03 -0.11 -0.10
0.06 -0.15 -0.07
-0.14 0.26 0.18
0.04 -0.08 -0.02
-0.01 -0.02 -0.15
-0.07 -0.09 -0.01
0.21 0.18 -0.12
-0.02 0.07 -0.03
0.15 0.43 0.39
-0.15 -0.20 -0.28
0.12 -0.09 -0.06
0.11 0.17 0.14
-0.11 -0.12 0.07
0.03 -0.10 0.00
0.00 -0.01 0.12
-0.03 0.01 0.03
-0.07 0.00 0.01
0.00 0.06 0.06
-0.05 -0.06 0.10
-0.10 -0.07 -0.03
0.06 -0.10 0.05
0.00 -0.10 -0.10
0.01 -0.03 0.03
-0.05 -0.03 -0.05
0.00 -0.07 0.00
-0.08 0.01 0.03
-0.06 0.13 -0.22

Charges computed using Löwdin, reported in e:
1. Re 1.4983
2. C -0.0405
3. C -0.0398
4. C -0.0030
5. C -0.2242
6. C -0.3294
7. C -0.1347
8. C -0.2370
9. C 0.0271
10. C 0.0453
11. C -0.1360
12. C -0.0037
13. C -0.0403
14. C -0.0456
15. C -0.0346
16. C -0.1870
17. N -0.0476
18. H 0.1192
19. H 0.1180
20. H 0.1152
21. H 0.0834
22. H 0.1189
23. H 0.1380
24. H 0.1297
25. H 0.1201
26. H 0.1110
27. H 0.0614
28. O -0.0365
29. C -0.1876
30. C -0.1307
31. C 0.0210
32. C -0.1577
33. N -0.0432
34. C -0.1741
35. C 0.0794
36. C -0.2102
37. C 0.0731
38. C -0.1455
39. C -0.1889
40. O -0.0356
41. C 0.0286
42. C -0.0968
43. N 0.0101
44. H 0.1103
45. H 0.1409
46. H 0.1416
47. H 0.1275
48. H 0.0375
49. H 0.1253
50. H 0.1283
51. H 0.1326
52. H 0.1405
53. H 0.1051
54. H 0.1317
55. H 0.1257
56. N 0.2082
57. C -0.6320
58. N 0.2101
59. O -0.1129
60. H 0.1221
61. H 0.1270
62. H 0.1271
63. H 0.0685
64. Cl 0.3460
65. Si -0.6923
66. Cl 0.3652
67. Cl 0.3154
68. C -0.0931
69. C -0.2833
70. C -0.3323
71. S 1.0103
72. O -0.6669
73. C -0.3498
74. C -0.2654
75. C -0.1007
76. H 0.0802
77. H 0.0860
78. H 0.0579
79. H 0.1190
80. H 0.0835
81. H 0.1176
82. H 0.0747
83. H 0.0947
84. H 0.0370
85. H 0.1118
86. H 0.1215
87. H 0.0642
88. H 0.0857
89. H 0.0602

---

Formula: C34H40GeN6O4S2Ti
Source: OMol25
Level of theory: ωB97M-V/def2-TZVPD

Output
- 2S+1: 3
- Total energy: -154329.80033 eV
- Total charge: +2
- Molecular weight: 781.3 g/mol
- ΔE to the lowest compared entry with this formula, charge and spin: 7.23 kcal/mol

Geometry (Å):
Ti  0.383  0.527  1.109
C  0.541  4.405  1.208
C  -0.780  4.071  1.478
C  -1.078  3.023  2.342
C  -0.050  2.310  2.957
C  1.281  2.606  2.627
C  1.571  3.656  1.759
H  0.772  5.239  0.559
H  -1.584  4.641  1.033
H  -2.108  2.781  2.567
H  -0.284  1.597  3.737
H  2.102  2.104  3.128
H  2.600  3.902  1.539
N  0.868  -0.661  2.947
C  1.452  -1.901  2.404
C  2.344  -2.644  3.407
C  2.948  -3.975  2.959
C  1.959  -5.118  2.751
N  1.021  -4.932  1.634
C  1.346  -4.962  0.344
N  2.548  -5.367  -0.050
N  0.428  -4.628  -0.563
C  2.174  -1.529  1.102
O  2.691  -2.373  0.411
O  2.111  -0.244  0.813
H  1.557  -0.191  3.530
H  0.058  -0.852  3.528
H  0.613  -2.532  2.105
H  1.755  -2.803  4.317
H  3.165  -1.976  3.683
H  3.634  -4.308  3.740
H  3.549  -3.819  2.064
H  1.340  -5.254  3.637
H  2.494  -6.062  2.620
H  0.037  -4.904  1.846
H  3.242  -5.627  0.629
H  2.891  -5.105  -0.959
H  -0.414  -4.136  -0.307
H  0.612  -4.727  -1.546
O  -4.014  -2.723  -0.179
C  -4.342  -2.024  0.922
C  -5.604  -2.256  1.468
C  -6.007  -1.578  2.597
C  -5.168  -0.649  3.216
C  -3.923  -0.414  2.685
C  -3.483  -1.092  1.536
C  -2.151  -0.810  1.016
O  -1.408  0.091  1.626
N  -1.685  -1.425  -0.035
N  -0.408  -0.945  -0.363
C  -0.053  -1.317  -1.554
S  -1.151  -2.198  -2.582
C  -0.003  -2.338  -3.982
C  0.934  -1.145  -3.937
S  1.520  -0.988  -2.227
H  -3.132  -2.436  -0.483
H  -6.248  -2.973  0.979
H  -6.991  -1.769  3.005
H  -5.496  -0.119  4.099
H  -3.259  0.305  3.145
H  -0.605  -2.333  -4.889
H  0.546  -3.278  -3.929
H  0.422  -0.227  -4.227
H  1.806  -1.291  -4.572
Ge  1.080  2.277  -1.813
C  1.806  4.074  -1.768
C  3.081  4.310  -1.255
C  3.608  5.593  -1.249
C  2.867  6.647  -1.773
C  1.605  6.417  -2.307
C  1.075  5.134  -2.309
C  -0.432  2.082  -2.993
C  -1.620  1.472  -2.589
C  -2.652  1.267  -3.494
C  -2.507  1.665  -4.816
C  -1.327  2.275  -5.232
C  -0.295  2.477  -4.326
H  0.393  1.879  -0.391
H  3.671  3.490  -0.861
H  4.597  5.771  -0.850
H  3.281  7.647  -1.776
H  1.035  7.237  -2.724
H  0.088  4.965  -2.723
H  -1.754  1.161  -1.557
H  -3.573  0.801  -3.165
H  -3.313  1.511  -5.521
H  -1.214  2.596  -6.259
H  0.618  2.953  -4.669

Forces on the atoms, in the same order (eV/Å):
-0.30 0.14 0.18
0.00 -0.01 0.02
-0.02 -0.03 0.03
0.00 0.04 -0.06
0.20 0.18 -0.11
-0.01 0.05 0.21
-0.01 -0.06 -0.04
0.00 0.01 -0.01
0.00 0.00 0.00
0.00 0.01 0.00
-0.01 -0.06 -0.05
-0.03 -0.05 -0.01
0.00 0.01 0.00
0.16 -0.14 -0.04
0.01 -0.09 -0.06
-0.06 0.05 0.06
0.03 0.00 -0.05
-0.03 -0.04 0.01
0.01 0.00 0.00
-0.02 -0.01 0.01
0.01 0.02 -0.01
0.02 0.04 -0.01
0.02 -0.07 0.11
0.06 0.00 -0.03
0.17 -0.01 -0.17
-0.01 0.02 0.04
-0.03 -0.02 0.00
-0.01 0.02 -0.01
0.01 0.00 0.01
-0.01 0.00 0.01
0.00 0.02 0.02
0.00 0.00 0.00
0.00 0.01 0.00
0.00 0.00 0.00
-0.01 -0.01 0.01
-0.01 -0.01 0.00
-0.01 0.00 0.00
-0.01 0.00 0.01
0.01 -0.03 0.00
0.05 -0.01 -0.04
0.00 0.02 0.03
0.00 0.01 0.02
-0.01 0.00 0.00
-0.02 -0.01 0.00
0.01 0.01 0.00
0.05 -0.07 0.01
0.04 0.02 0.03
-0.32 0.12 -0.15
0.11 0.03 0.12
-0.04 -0.12 -0.17
0.12 0.04 0.05
-0.01 -0.03 -0.02
0.01 0.06 -0.05
-0.03 -0.03 0.00
-0.07 0.01 0.03
-0.01 0.01 0.01
0.00 0.00 0.00
0.00 0.00 0.00
0.00 0.00 0.00
0.00 -0.01 0.00
0.00 -0.01 0.00
-0.01 -0.01 0.02
0.00 0.02 0.02
0.01 -0.01 0.01
0.03 -0.02 0.08
0.02 0.02 0.01
0.02 -0.01 0.01
-0.05 0.02 -0.01
-0.04 -0.05 -0.01
0.07 0.02 0.04
-0.05 -0.01 0.01
-0.04 -0.04 -0.07
-0.05 -0.02 0.04
0.00 0.01 -0.02
0.08 0.03 0.02
-0.08 -0.04 0.04
0.00 0.02 -0.11
0.07 0.03 0.02
0.01 0.00 -0.02
0.00 0.01 0.00
0.00 0.00 0.00
0.00 0.00 0.00
0.01 0.00 -0.01
0.00 0.02 -0.02
0.00 0.00 0.00
0.00 0.00 0.00
0.00 0.00 0.00
0.00 0.00 0.03

Charges computed using Löwdin, reported in e:
1. Ti 1.0051
2. C -0.0644
3. C -0.0363
4. C -0.0670
5. C -0.1629
6. C -0.1266
7. C -0.0676
8. H 0.1131
9. H 0.1243
10. H 0.1200
11. H 0.1120
12. H 0.1167
13. H 0.1157
14. N 0.0279
15. C -0.2653
16. C -0.1176
17. C -0.1667
18. C -0.1385
19. N 0.0931
20. C -0.4408
21. N 0.2396
22. N 0.2266
23. C -0.5690
24. O 0.0731
25. O -0.1714
26. H 0.1151
27. H 0.1234
28. H 0.1404
29. H 0.1296
30. H 0.1349
31. H 0.1302
32. H 0.1009
33. H 0.1366
34. H 0.1284
35. H 0.1615
36. H 0.1218
37. H 0.1404
38. H 0.1047
39. H 0.1191
40. O 0.0694
41. C -0.2548
42. C 0.0060
43. C -0.0451
44. C -0.0686
45. C -0.0248
46. C -0.0841
47. C -0.3730
48. O -0.1840
49. N 0.0090
50. N -0.1348
51. C -0.8980
52. S 0.9927
53. C -0.4746
54. C -0.4610
55. S 0.9563
56. H 0.0380
57. H 0.1284
58. H 0.1179
59. H 0.1104
60. H 0.1068
61. H 0.0926
62. H 0.0746
63. H 0.0658
64. H 0.0966
65. Ge 1.0796
66. C -0.3957
67. C -0.1469
68. C -0.0674
69. C -0.0572
70. C -0.0641
71. C -0.1181
72. C -0.3986
73. C -0.1355
74. C -0.0719
75. C -0.0591
76. C -0.0646
77. C -0.1306
78. H -0.0663
79. H 0.0999
80. H 0.1124
81. H 0.1143
82. H 0.1137
83. H 0.1017
84. H 0.0836
85. H 0.1130
86. H 0.1134
87. H 0.1138
88. H 0.1089